Record 1
Molecular formula: C2H11O3S
Method: DFT, ωB97M-V/def2-TZVPD

Structure (XYZ):
```
17
Properties=species:S:1:pos:R:3:mulliken_charge:R:1
S 0.142 0.018 0.453 -0.72
O 1.490 2.805 1.639 -0.64
O -2.061 -2.006 1.777 -0.68
O 1.788 -2.154 -1.742 -0.69
C -0.551 0.797 -2.198 -1.15
C -1.091 0.573 -0.791 -0.34
H -1.340 1.215 -2.829 0.38
H 0.229 1.566 -2.213 0.25
H 1.464 -1.234 -1.738 0.27
H -1.885 -0.172 -0.846 0.26
H -1.291 -2.399 2.201 0.29
H -0.189 -0.128 -2.635 0.31
H 1.046 1.926 1.571 0.26
H 1.215 -2.514 -1.042 0.35
H -1.622 -1.253 1.323 0.31
H 2.204 2.642 2.266 0.28
H -1.537 1.509 -0.441 0.26
```

Results
DFT total energy = -706.762310 Eh
HOMO-LUMO gap = 7.3 eV
Energy above the lowest of the compared OMol25 structures with the same formula, charge and spin = 30.4 kJ/mol
HOMO = -3.54 eV
Strongest force on any atom = 0.6 eV/Å
Total charge = -1
LUMO energy = 3.8 eV

=====

Record 2
Molecular formula: C2H11O3S
Method: DFT, ωB97M-V/def2-TZVPD

Structure (XYZ):
```
17
Properties=species:S:1:pos:R:3:mulliken_charge:R:1
S 0.193 0.749 0.553 -0.72
O -2.351 -0.655 2.351 -0.69
O 3.393 1.178 0.568 -0.70
O -2.952 0.784 -0.238 -0.74
C 0.979 -0.559 -1.762 -0.82
C 0.364 -0.883 -0.418 -0.50
H -3.144 1.620 0.196 0.32
H 3.543 0.684 1.446 0.31
H -1.427 -0.224 2.243 0.31
H 2.397 1.020 0.404 0.23
H 0.382 0.342 -2.111 0.22
H 1.979 -0.079 -1.801 0.24
H -1.946 0.825 -0.261 0.22
H -2.691 -0.235 1.512 0.40
H 0.816 -1.569 -2.326 0.29
H 1.141 -1.583 0.038 0.30
H -0.675 -1.415 -0.395 0.32
```

Results
DFT total energy = -706.739203 Eh
HOMO-LUMO gap = 7.6 eV
Energy above the lowest of the compared OMol25 structures with the same formula, charge and spin = 91.0 kJ/mol
HOMO = -3.78 eV
Strongest force on any atom = 2.8 eV/Å
Total charge = -1
LUMO energy = 3.8 eV

=====

Record 3
Molecular formula: C2H12BCsO2
Method: DFT, ωB97M-V/def2-TZVPD

Structure (XYZ):
```
18
Properties=species:S:1:pos:R:3:mulliken_charge:R:1
Cs -0.650 0.270 -0.782 0.98
O -0.261 0.149 1.181 -0.54
O 1.380 0.220 -1.799 -0.64
C 1.408 1.610 -1.535 -0.74
C -0.286 1.014 2.341 -0.73
B -1.201 -2.371 -0.564 0.28
H 2.036 2.212 -2.191 0.29
H -2.096 -2.922 -0.809 -0.15
H 0.573 1.660 2.521 0.25
H -1.340 -1.312 -0.720 -0.58
H -0.458 -2.735 -1.256 -0.20
H 0.363 1.903 -1.435 0.28
H 2.263 -0.147 -1.719 0.28
H -0.312 0.259 3.126 0.31
H -0.960 -2.720 0.428 -0.21
H -0.988 -0.462 1.320 0.45
H -1.210 1.590 2.403 0.30
H 1.737 1.783 -0.511 0.38
```

Results
DFT total energy = -278.414538 Eh
HOMO-LUMO gap = 7.6 eV
HOMO = -7.92 eV
Strongest force on any atom = 12.7 eV/Å
Total charge = 0
LUMO energy = -0.3 eV

=====

Record 4
Molecular formula: C2H12BeO6
Method: DFT, ωB97M-V/def2-TZVPD

Structure (XYZ):
```
21
Properties=species:S:1:pos:R:3:mulliken_charge:R:1
O 0.317 1.050 -1.745 -0.31
O 1.128 0.373 0.673 -0.65
O -0.209 -1.375 -0.490 -0.47
O 0.462 0.895 3.132 -0.70
O -1.886 -0.122 -2.484 -0.56
O -1.483 0.990 0.280 -0.42
C 1.661 -0.911 0.668 -0.40
C 0.481 -1.827 0.634 -0.18
Be 0.017 0.113 -0.346 -0.03
H -0.241 -1.692 1.466 0.14
H -0.388 0.848 -2.433 0.42
H -2.159 1.305 -0.331 0.31
H 2.297 -1.141 -0.134 0.31
H 0.618 1.973 -1.829 0.36
H 1.182 1.379 3.564 0.28
H -2.482 0.567 -2.755 0.30
H 2.172 -0.947 1.622 0.33
H 0.809 0.562 2.305 0.42
H -1.072 1.690 0.860 0.35
H -2.000 -0.837 -3.084 0.25
H 0.776 -2.893 0.425 0.27
```

Results
DFT total energy = -549.678157 Eh
HOMO-LUMO gap = 7.6 eV
Energy above the lowest of the compared OMol25 structures with the same formula, charge and spin = 32.1 kJ/mol
HOMO = -8.08 eV
Strongest force on any atom = 3.4 eV/Å
Total charge = 0
LUMO energy = -0.5 eV

=====

Record 5
Molecular formula: C2H12N10
Method: DFT, ωB97M-V/def2-TZVPD

Structure (XYZ):
```
24
Properties=species:S:1:pos:R:3:mulliken_charge:R:1
N 0.891 0.921 0.085 -0.99
N 0.809 0.623 3.034 -0.52
N -1.419 -1.713 -1.077 -0.55
N 0.827 -0.416 2.061 -0.34
N -1.134 -0.164 0.841 0.15
N 1.845 -1.698 -2.116 -0.23
N -1.638 -1.364 0.366 -0.62
N 0.098 2.006 -0.147 0.03
N 0.334 -0.016 0.771 0.79
N 1.232 -0.492 -2.249 -0.45
C -1.913 0.969 0.434 -0.58
C -1.267 2.011 -0.133 -0.07
H 1.194 -2.347 -1.970 0.20
H 2.597 -2.079 -2.768 0.25
H 1.794 -0.718 1.972 0.27
H -1.628 3.033 -0.369 0.35
H -2.893 0.946 0.812 0.48
H -0.021 1.083 2.999 0.24
H -1.109 -2.103 0.785 0.31
H 0.592 2.592 -0.902 0.28
H -2.206 -1.375 -1.554 0.27
H -0.591 -1.056 -1.376 0.31
H 1.686 1.246 3.102 0.23
H 1.922 0.111 -2.602 0.18
```

Results
DFT total energy = -630.587973 Eh
HOMO-LUMO gap (spin up / spin down) = 8.4 / 7.5 eV
Energy above the lowest of the compared OMol25 structures with the same formula, charge and spin = 45.2 kJ/mol
HOMO (spin up / spin down) = -7.55 / -6.65 eV
Strongest force on any atom = 4.8 eV/Å
Total charge = 0
LUMO energy (spin up / spin down) = 0.8 / 0.9 eV

=====

Record 6
Molecular formula: C2H12N2O2
Method: DFT, ωB97M-V/def2-TZVPD

Structure (XYZ):
```
18
Properties=species:S:1:pos:R:3:mulliken_charge:R:1
O 2.622 -0.382 -1.982 -0.64
O 2.784 -0.836 1.059 -0.67
N -0.155 -0.262 1.100 -0.53
N -3.033 0.232 -0.766 -0.59
C -0.766 0.726 0.220 -0.53
C -2.295 0.846 0.326 -0.41
H -0.318 -0.003 2.064 0.24
H 2.882 0.308 -1.386 0.33
H -3.351 -0.718 -0.581 0.25
H 2.558 -0.193 1.756 0.33
H -0.236 1.671 0.374 0.32
H -0.507 0.504 -0.821 0.32
H -2.431 0.124 -1.563 0.24
H -2.597 1.902 0.411 0.24
H 2.689 -1.178 -1.418 0.32
H -0.465 -1.225 1.081 0.17
H -2.608 0.551 1.337 0.31
H 2.084 -0.671 0.435 0.29
```

Results
DFT total energy = -343.358954 Eh
SMILES = NCCN.O.O
HOMO-LUMO gap = 9.9 eV
Energy above the lowest of the compared OMol25 structures with the same formula, charge and spin = 89.7 kJ/mol
HOMO = -9.12 eV
Strongest force on any atom = 1.4 eV/Å
Total charge = 0
LUMO energy = 0.7 eV